This record from OMol25 describes a structure of composition C15H35F3N2O5Pd in a non-equilibrium geometry. The level of theory is ωB97M-V/def2-TZVPD.

Summary:
**Lowest unoccupied orbital energy (spin up / spin down)**: 0.0082 / -0.0220 hartree
**Net charge**: 0
**Maximum force**: 0.0738 hartree/bohr
**Orbital gap (spin up / spin down)**: 8.0 / 7.0 eV
**Spin multiplicity**: 3
**Energy above the lowest of the compared OMol25 structures with the same formula, charge and spin**: 252.84 kJ/mol

```
61
Properties=species:S:1:pos:R:3:forces:R:3
Pd 0.415582 0.302084 0.444749 -0.816 -0.499 1.190
F -3.334435 -2.031360 -1.134544 -0.563 -0.171 0.481
F -2.742628 -3.773388 -2.264102 0.047 -1.264 0.226
F -2.791278 -1.888467 -3.183825 -0.317 0.994 -1.572
O 0.908410 0.210245 2.592792 -0.262 0.012 -0.685
O -3.215547 3.600810 -0.195517 -0.195 -0.491 0.417
O -0.066548 -1.999719 -2.666195 -1.441 -1.000 0.358
O 2.501189 -0.439714 -0.025824 -0.126 -0.051 -0.067
O -0.773737 -1.142220 -0.780986 -1.866 0.262 0.272
N -1.200952 1.807208 1.109958 0.426 0.464 0.219
N 1.133685 1.861941 -0.970306 -0.715 -1.045 -1.329
C 3.207783 0.533606 -0.771514 -0.386 -0.257 0.221
C 2.534897 1.919673 -0.638323 1.202 1.099 -0.013
C 2.978860 -1.750142 -0.264577 0.147 -0.166 0.195
C -4.046172 4.779794 -0.069733 1.097 -1.135 0.355
C 1.318777 -2.535762 -4.375071 0.798 -0.607 -0.533
C -2.501444 1.367546 0.704339 -2.769 0.869 -2.309
C 1.165048 -0.920284 3.400496 -0.237 1.136 0.014
C -2.962125 0.148528 1.420506 0.063 -0.916 1.645
C -1.035617 -2.206254 -1.587611 3.300 1.515 1.099
C -3.594060 2.541334 0.750404 1.330 0.763 -0.381
C 0.190390 -2.022497 3.106531 0.007 -0.738 -1.008
C -2.492795 -2.493059 -2.063649 1.170 1.487 0.858
C 2.634136 2.642434 0.667568 0.408 0.288 1.820
C 2.614735 -1.375401 3.356563 0.008 -0.473 -0.640
C 0.304772 -3.130671 -3.426794 0.050 1.259 -0.778
H -1.238262 2.080310 2.081629 0.362 -0.561 0.670
H -3.188094 0.429460 2.449154 -0.475 0.008 0.259
H 3.637016 2.945711 0.968141 0.206 -0.266 -0.267
H 2.322218 -2.409604 0.302889 0.155 -0.108 -0.312
H -0.552353 -3.499136 -3.990420 -0.056 -0.499 0.104
H 0.898308 -0.626684 4.415757 0.375 0.318 0.509
H 2.060706 3.568474 0.709036 -0.116 0.165 -0.638
H 3.192572 0.175187 -1.800790 0.025 0.381 -0.442
H 0.729758 2.786215 -1.021955 -0.081 0.322 0.749
H 1.152322 1.648001 -1.957207 -0.710 -0.899 -0.391
H 4.011994 -1.854838 0.066755 0.113 0.103 0.520
H 0.230044 -2.226906 2.036607 -0.048 -0.074 -0.384
H 0.454217 -2.969693 3.576976 -0.177 0.018 0.386
H 0.912072 -1.921137 -5.178147 -0.266 0.140 0.315
H -3.786272 -0.431198 1.004812 -0.185 0.654 -0.272
H -2.200908 -0.617587 1.567848 0.491 0.257 -0.482
H 3.345030 -0.599824 3.587301 -0.221 0.079 0.245
H -3.954978 5.107298 0.965892 -0.431 0.246 0.133
H -3.619034 5.558515 -0.701586 -0.135 -0.208 -0.149
H -3.573337 2.991976 1.742679 -0.031 0.029 0.415
H 4.233096 0.448233 -0.411601 0.272 0.835 -0.100
H 2.837583 -1.704733 2.341687 0.020 0.074 -0.181
H -2.476097 1.127581 -0.358611 0.420 -0.088 -0.157
H 2.779472 -2.267859 3.960293 0.053 0.126 0.382
H -1.017064 2.698516 0.671951 0.066 0.178 -0.541
H 1.902473 -3.310624 -4.872052 0.048 -0.183 -0.042
H -4.632987 2.288100 0.539194 0.094 -0.695 -0.083
H 2.937766 2.599647 -1.388936 0.922 -0.246 -0.162
H -0.840446 -1.732688 3.310181 0.085 -0.021 0.254
H 3.043468 -2.005939 -1.322164 -0.677 0.074 -0.245
H -5.074404 4.541752 -0.342083 -0.094 0.182 0.034
H 2.022034 -1.956971 -3.776304 0.009 0.184 -0.097
H 2.216649 2.095656 1.513045 0.077 -0.559 0.004
H 0.796058 -3.902758 -2.834668 -0.277 -0.229 0.275
H -0.711546 -3.058721 -0.990640 -0.177 -1.072 -0.366
```
Positions in Å, forces in eV/Å.



This record from OMol25 describes a structure of composition C15H35N4O9PSc in a non-equilibrium geometry. The level of theory is ωB97M-V/def2-TZVPD.

Summary:
**Lowest unoccupied orbital energy (spin up / spin down)**: -0.1835 / -0.1831 hartree
**Net charge**: +1
**Maximum force**: 0.0869 hartree/bohr
**Orbital gap (spin up / spin down)**: 4.8 / 5.0 eV
**Energy above the lowest of the compared OMol25 structures with the same formula, charge and spin**: 0.00 kJ/mol

```
65
Properties=species:S:1:pos:R:3:forces:R:3
Sc -0.753274 0.640407 -1.257328 1.974 3.849 -0.832
P 1.907363 -0.192806 0.976815 -0.976 -1.707 1.695
O -2.691940 1.639884 -1.443355 -0.265 -0.810 -0.138
O 1.298925 1.102531 -3.233077 -0.041 -0.452 -0.018
O 1.172814 -1.739166 0.138879 0.318 1.176 1.113
O -0.438618 -1.448904 -3.588778 -0.746 0.195 2.065
O -0.674761 0.888152 -6.193248 -0.583 -0.116 -0.153
O -1.229368 2.603752 0.822633 -0.664 -0.091 1.004
O 0.889371 0.840024 1.836452 0.581 -0.083 -0.160
O -1.965968 -0.134979 1.490084 -0.030 -1.665 -2.229
O 2.545747 -0.982186 2.224688 0.086 0.210 -0.857
N -0.342175 2.364011 -0.091706 1.229 0.787 -1.763
N -1.640100 -0.561767 0.151852 -1.807 -2.407 2.492
N 0.978280 1.569146 -2.072185 -0.083 1.884 0.929
N -0.985707 -1.130251 -2.292382 -0.349 -4.182 -1.542
C 1.380005 2.787999 -1.597988 0.147 -2.037 -0.722
C -2.738478 -2.734803 0.641272 -0.264 0.251 -0.512
C -1.530230 -2.139847 -1.607553 1.371 1.556 -2.040
C 0.673907 3.184827 -0.409755 -1.184 -0.949 1.092
C 1.688864 -3.994267 1.319241 0.199 0.206 -0.096
C 2.140325 -1.405955 3.558623 1.618 0.461 -0.196
C 2.497027 3.526498 -2.260903 -0.192 -0.044 -0.102
C 0.722347 -1.867881 3.766828 -0.332 -0.229 0.193
C 0.225775 2.539065 3.621102 -0.407 0.441 0.053
C -1.597482 1.389906 -5.235082 0.018 0.417 0.039
C -1.580130 -3.547824 -2.116271 0.159 0.365 0.234
C -2.016870 -1.770727 -0.253497 0.618 2.199 2.182
C 1.042056 4.308608 0.498668 0.012 0.414 -0.156
C 0.702256 -2.992933 0.732362 -0.839 0.770 -0.302
C 1.048516 1.331383 3.256340 0.183 -0.730 -0.397
H -2.556706 -3.719895 -2.587805 0.230 -0.090 -0.005
H 0.204558 5.015522 0.645592 0.314 -0.419 0.035
H 2.111672 1.524730 3.490932 -0.378 -0.278 -0.471
H -0.053260 -1.265825 3.259483 0.474 -0.270 0.094
H 2.424199 -0.549422 4.196135 -0.272 -0.692 -0.044
H -2.425294 1.965395 -5.688653 0.339 -0.228 0.066
H 0.275841 -0.772964 -3.741055 -0.419 0.116 0.290
H -0.056416 -2.726638 1.480690 0.297 -0.112 0.007
H 1.330767 3.888434 1.474806 -0.173 0.218 -0.388
H 2.196058 3.774768 -3.292358 0.304 -0.098 0.283
H -3.335412 1.080307 -0.959705 0.174 0.810 -0.277
H 3.384068 2.870447 -2.293831 -0.306 0.291 -0.157
H 1.895930 4.865828 0.103816 -0.192 -0.071 0.117
H -2.610237 2.488522 -0.974653 -0.079 -0.007 0.458
H 2.296006 -3.496443 2.079424 0.084 -0.391 -0.177
H 2.748335 4.448140 -1.724248 -0.067 -0.264 -0.219
H -1.176804 0.593297 -6.968928 0.289 0.070 0.319
H 2.328806 -4.450719 0.555155 -0.001 0.344 0.137
H 0.605356 3.476779 3.181647 -0.426 -0.508 0.145
H -0.834672 2.378457 3.361046 0.499 0.320 -0.011
H 0.141290 -3.518249 -0.059566 0.275 0.270 -0.001
H -1.727854 0.822606 1.490015 0.341 0.536 -0.312
H -1.022859 2.092561 -4.604714 -0.299 -0.426 -0.068
H 0.686688 0.506027 3.851037 0.110 0.025 0.287
H 0.626441 -2.923066 3.499636 -0.170 0.229 -0.053
H -1.434637 -4.265929 -1.295312 -0.183 0.259 -0.341
H -3.355454 -2.185037 1.363388 0.272 -0.188 -0.165
H -2.051653 0.579078 -4.631162 0.242 0.257 -0.107
H 2.882792 -2.215040 3.723858 -0.689 0.377 0.368
H -2.013963 -3.366119 1.172563 -0.240 0.164 -0.114
H 1.130081 -4.833571 1.776705 0.124 0.507 -0.095
H 0.276665 2.665435 4.728781 0.090 -0.233 -0.714
H 0.530918 -1.805370 4.842290 -0.055 -0.002 -0.058
H -0.776462 -3.645795 -2.852403 -0.297 -0.150 0.042
H -3.373235 -3.368135 0.014661 0.039 -0.045 0.254
```
Positions in Å, forces in eV/Å.



This record from OMol25 describes a cluster of 5 separate species, C15H35O9P2 in total in a non-equilibrium geometry. The level of theory is ωB97M-V/def2-TZVPD.

Summary:
**Lowest unoccupied orbital energy**: 0.0806 hartree
**Net charge**: -1
**Maximum force**: 0.0350 hartree/bohr
**Orbital gap**: 5.5 eV
**Energy above the lowest of the compared OMol25 structures with the same formula, charge and spin**: 0.00 kJ/mol

```
61
Properties=species:S:1:pos:R:3:forces:R:3
P 3.097309 2.423889 -3.214664 -0.488 0.415 1.278
P -2.084729 2.598107 -4.027094 -1.652 -0.588 -0.402
O -1.304321 -0.705966 -3.280653 0.032 -0.499 0.129
O -0.450236 -1.612368 0.245159 0.128 -0.014 -0.098
O -3.076674 -1.601755 4.395725 -0.129 0.041 0.210
O -1.576615 3.473109 -2.569367 0.491 -0.149 0.120
O 4.503500 3.158123 -3.555194 -0.377 -0.410 -0.773
O 2.181869 -0.131883 3.661923 0.031 -0.096 0.101
O 3.038080 2.047980 -1.793564 0.117 -0.183 0.258
O -0.443711 2.985779 -4.655134 0.126 0.359 0.570
O 3.120311 1.100398 -4.135686 0.131 0.117 -0.075
C -0.740370 -1.265258 2.567830 0.096 -0.143 -0.248
C 3.137888 0.326797 4.238588 0.030 0.083 -0.064
C -0.882021 -1.803409 -3.533103 -0.048 0.158 0.068
C 1.700139 3.491773 -3.619643 0.472 -0.447 -0.477
C 0.392862 2.673814 -3.592497 0.308 -0.943 0.269
C -0.367792 2.836885 -2.239562 -0.609 0.679 0.295
C 3.840005 1.562962 3.734627 -0.155 -0.011 -0.145
C 3.682723 -0.311947 5.493891 -0.153 -0.145 -0.017
C -5.178970 -2.703723 4.475131 0.005 0.180 -0.053
C -1.806092 -2.976717 -3.767426 -0.145 0.068 0.003
C 0.220182 0.550427 1.016915 0.007 -0.229 -0.379
C -3.675473 -2.630474 4.588999 -0.003 0.012 -0.036
C -2.951392 -3.904876 4.951186 0.166 0.097 0.001
C 0.601101 -2.069429 -3.626463 0.086 0.073 0.011
C -0.328397 -0.848086 1.177844 -0.011 -0.004 0.016
H 1.131121 -1.139809 -3.437468 -0.023 0.044 0.018
H 1.823147 3.995690 -4.574519 -0.040 0.026 -0.132
H -3.291280 -4.265102 5.923861 -0.080 -0.101 -0.061
H -1.603338 1.359494 -3.532347 0.460 0.553 0.176
H 0.245673 3.391109 -1.519711 -0.148 0.469 -0.066
H -1.120716 -2.284304 2.536471 -0.044 0.010 -0.027
H -3.375343 2.224328 -3.424518 -0.085 0.091 -0.289
H 4.863179 2.763546 -4.363780 0.107 0.233 0.140
H 0.117464 -1.223083 3.238244 -0.044 0.163 0.060
H 3.638779 0.396466 6.322663 0.137 0.027 -0.010
H -3.143349 -4.670432 4.197723 -0.086 -0.062 0.079
H 1.699278 4.217889 -2.811618 0.077 0.320 -0.015
H 0.639082 1.603333 -3.639657 0.238 -0.111 -0.126
H -2.356739 1.886396 -5.282173 -0.343 0.306 0.058
H -0.536643 1.275999 1.320952 0.075 0.033 0.104
H 2.909851 0.385303 -3.509377 0.052 0.108 -0.343
H -5.611439 -3.013588 5.428181 -0.020 -0.131 -0.047
H 4.718506 -0.617539 5.337822 0.048 0.112 0.070
H -1.659783 -3.377270 -4.772884 0.068 -0.103 0.052
H 0.897291 -2.807615 -2.879055 0.004 -0.072 -0.069
H 0.485690 0.732343 -0.022461 -0.063 -0.012 -0.020
H 0.859559 -2.433900 -4.622974 0.014 -0.109 0.043
H -5.569147 -1.724622 4.208724 0.017 0.010 -0.008
H -2.836371 -2.644632 -3.664747 0.004 0.034 0.004
H -2.709486 3.812322 -4.495681 0.603 0.220 -0.163
H 1.111903 0.665743 1.631480 -0.108 0.055 0.168
H -1.523425 -0.608631 2.937126 0.066 0.087 0.114
H 4.882201 1.333964 3.506670 0.044 0.063 0.110
H -1.608427 -3.759581 -3.032640 0.071 -0.062 -0.084
H -0.622884 1.917678 -1.705733 0.452 -0.518 -0.388
H 3.350226 1.916396 2.830365 0.002 -0.012 -0.010
H -5.461379 -3.420982 3.702894 -0.033 -0.090 0.091
H 3.087358 -1.187376 5.742622 -0.013 0.001 -0.014
H 3.802352 2.348576 4.491306 0.133 -0.023 0.037
H -1.882089 -3.712265 4.996470 0.000 0.021 -0.014
```
Positions in Å, forces in eV/Å.